Arrangement P

A molecular structure, C6H5NO2S, computed with the ωB97M-V functional and the def2-TZVPD basis.

The geometry in XYZ format:
```
15
Properties=species:S:1:pos:R:3
H -1.426 0.282 -0.035
N 1.299 -1.976 0.504
C 4.279 -0.257 -0.058
C 0.658 0.258 -0.039
C 1.601 -0.899 -0.232
H -0.710 -0.393 1.544
C 2.947 -0.230 0.072
H 0.175 -0.737 -2.002
H -0.691 1.289 1.277
O 5.398 -0.195 -0.401
C 0.907 -0.207 -1.420
O 0.181 -2.526 0.536
H 1.624 0.384 -1.969
C -0.614 0.345 0.700
S 2.084 1.313 0.543
```

Results
- spin multiplicity = 1
- M (g/mol) = 155.18
- LUMO (eV) = -0.47
- HOMO (eV) = -8.42

***

Arrangement Q

C6H5NO2S in the gas phase, computed with the ωB97M-V functional and the def2-TZVPD basis.

The geometry in XYZ format:
```
15
Properties=species:S:1:pos:R:3
H -0.574 -1.243 -1.687
O 2.905 0.221 3.699
C -0.059 1.565 0.074
C 0.015 0.736 -0.992
N 2.216 1.009 3.188
H -0.152 -0.834 2.454
C -0.171 -1.071 0.369
O 0.964 1.105 3.716
C 0.055 1.002 1.387
H -0.381 -2.190 0.378
C -0.165 -0.581 -0.922
H -0.180 1.190 -1.957
C -0.025 -0.376 1.501
S -0.009 2.083 2.792
H -0.005 2.725 -0.077
```

Results
- spin multiplicity = 1
- M (g/mol) = 155.18
- SMILES string = O=NOSc1ccccc1
- LUMO (eV) = 0.13
- HOMO (eV) = -8.79

***

The data favor arrangement Q; the next most stable structure lies 40.2 kcal/mol above it.

***

Arrangement P

C2H2O2S2 in the gas phase, computed with the ωB97M-V functional and the def2-TZVPD basis.

The geometry in XYZ format:
```
8
Properties=species:S:1:pos:R:3
S -1.322 -0.614 0.100
C 2.074 0.761 -0.229
O -2.442 -0.772 0.969
O -1.395 -1.105 -1.237
S -0.693 1.411 0.247
H 3.078 0.511 -0.409
H -0.223 -1.277 0.666
C 0.922 1.085 -0.107
```

Results
- spin multiplicity = 1
- M (g/mol) = 122.17
- SMILES string = C#CS[SH](=O)=O
- LUMO (eV) = -0.32
- HOMO (eV) = -9.99

***

Arrangement Q

C2H2O2S2 in the gas phase, computed with the ωB97M-V functional and the def2-TZVPD basis.

The geometry in XYZ format:
```
8
Properties=species:S:1:pos:R:3
S -0.772 -0.695 2.105
O -1.347 1.355 0.419
S 0.152 1.041 -1.789
C 0.310 -0.042 -0.366
O 1.065 -0.972 -0.237
H 1.125 0.452 -2.451
H 0.196 -1.510 1.639
C -0.729 0.372 0.681
```

Results
- spin multiplicity = 1
- M (g/mol) = 122.17
- SMILES string = O=C(S)C(=O)S
- LUMO (eV) = -0.70
- HOMO (eV) = -10.15

***

Arrangement R

C2H2O2S2 in the gas phase, computed with the ωB97M-V functional and the def2-TZVPD basis.

The geometry in XYZ format:
```
8
Properties=species:S:1:pos:R:3
S -1.915 1.382 0.639
O 0.585 1.460 0.886
O -0.940 -1.164 -0.747
H 1.435 0.988 0.823
C 0.107 -0.427 -0.434
H -0.549 -2.203 -0.875
S 1.640 -0.759 -0.693
C -0.362 0.724 0.401
```

Results
- spin multiplicity = 1
- M (g/mol) = 122.17
- SMILES string = OC(=S)C(O)=S
- LUMO (eV) = -1.67
- HOMO (eV) = -8.88

***

The data favor arrangement Q; the next most stable structure lies 27.3 kcal/mol above it.

***

Arrangement P

11 unconnected molecules or ions with the total composition C2H27NO10S, computed with the ωB97M-V functional and the def2-TZVPD basis.

The geometry in XYZ format:
```
41
Properties=species:S:1:pos:R:3
O -3.208 2.391 0.315
O -0.239 1.916 1.710
H -0.128 2.081 2.571
H 3.012 -1.946 2.189
H 0.403 -1.364 -3.705
H 0.757 0.056 0.145
O 1.474 2.840 -0.276
H -2.497 -0.125 0.083
O -2.953 -1.016 0.508
H -2.532 -0.982 1.375
O 0.409 -3.744 1.262
H -3.860 1.977 0.974
H 2.445 1.895 1.876
S 0.354 1.036 -3.239
H -1.842 -3.629 -1.581
H 2.299 -0.437 -0.178
O -1.690 -3.348 -0.661
H -2.731 2.249 -2.831
H 1.086 1.102 -4.285
O 3.261 -1.031 1.781
H 2.759 0.927 3.006
C 0.140 -0.801 -2.761
H -0.036 0.417 1.855
O 2.062 1.402 2.541
H -0.929 -0.939 -2.401
H 0.246 2.799 1.398
H 0.681 -0.688 2.759
H -3.262 2.255 -1.360
H 1.493 3.588 -0.824
O 0.131 -0.544 2.169
H 0.599 -2.120 -1.167
N 1.407 -0.061 -0.635
H 2.065 -1.531 -1.845
H -0.034 -3.905 0.484
H 2.433 -0.522 1.759
H 2.005 2.162 -0.876
H -2.366 2.302 0.815
H 0.944 -2.917 1.373
H -1.761 -2.465 -0.518
O -3.460 1.897 -2.235
C 1.064 -1.180 -1.572
```

Results
- spin multiplicity = 1
- M (g/mol) = 257.30
- SMILES string = NCCS.O.O.O.O.O.O.O.O.O.O
- LUMO (eV) = -0.10
- HOMO (eV) = -9.05

***

Arrangement Q

11 unconnected molecules or ions with the total composition C2H27NO10S, computed with the ωB97M-V functional and the def2-TZVPD basis.

The geometry in XYZ format:
```
41
Properties=species:S:1:pos:R:3
H -2.146 -0.973 -1.552
C -0.722 0.644 -1.337
H -0.934 -2.899 -0.790
O 1.740 2.003 -1.817
O -1.010 -1.137 2.867
O -0.670 2.205 3.332
H 0.118 0.217 0.465
H 1.539 -1.796 1.314
H -2.998 2.182 -1.641
O 2.332 -3.229 -1.661
H -1.924 -1.203 2.759
O 1.791 -1.388 0.475
H 0.202 0.267 -1.719
H -0.738 1.378 2.852
H 1.747 0.955 2.031
S -3.507 1.013 -2.157
H -0.414 2.744 2.539
O 1.972 0.589 2.878
H -2.835 -0.352 0.610
H -0.579 -1.428 3.670
H -0.497 -1.650 -0.033
H 1.470 -3.355 -2.126
H -1.029 1.358 0.577
H 1.566 2.554 -2.574
H 1.140 3.241 0.710
O 1.360 2.300 0.798
O 1.995 -0.597 -2.343
C -1.927 -0.024 -2.018
H 1.569 2.204 -0.182
O -3.512 -0.620 1.304
H 2.669 -1.271 -2.184
H 1.434 1.039 3.512
H 2.674 -1.050 0.588
O -0.217 -2.264 -0.725
H -1.792 -0.255 -3.134
H 1.984 1.086 -2.221
N -0.825 0.420 0.157
H 2.040 -2.489 -1.127
H -3.732 -1.512 1.114
H 1.358 -0.613 -1.626
H -0.695 1.708 -1.586
```

Results
- spin multiplicity = 1
- M (g/mol) = 257.30
- SMILES string = NCCS.O.O.O.O.O.O.O.O.O.O
- LUMO (eV) = 0.10
- HOMO (eV) = -9.17

***

The data favor arrangement Q; the next most stable structure lies 57.7 kcal/mol above it.

***

Arrangement P

9 unconnected molecules or ions with the total composition C27H54O17, computed with the ωB97M-V functional and the def2-TZVPD basis.

The geometry in XYZ format:
```
98
Properties=species:S:1:pos:R:3
H 5.190 4.848 -6.422
H 6.705 3.883 -6.745
H -5.011 -2.560 0.395
C -4.510 0.649 10.888
O -0.284 -5.722 -5.576
H -2.961 -2.891 -3.239
O -4.026 -4.163 -1.251
C -6.032 4.422 -0.138
H 2.740 -1.099 -6.159
C 1.029 -5.818 6.373
H -1.531 -4.613 -9.037
C -2.833 -2.338 -2.309
C 0.032 0.545 1.834
H -2.384 3.392 7.290
C -4.159 -2.115 -0.119
H 2.664 5.571 4.600
H -0.946 3.868 8.121
C -3.675 -2.994 -1.239
C 2.002 6.383 4.299
O 1.816 -1.511 -0.248
C -2.904 1.647 9.414
O -1.075 -5.999 -7.691
H 1.412 8.923 3.555
H 1.042 6.049 3.906
H 2.752 0.223 -7.352
H 2.395 -7.128 5.371
C 1.967 8.456 2.741
O 7.105 1.855 -5.007
C -3.826 4.647 -1.489
H 1.285 -3.323 -1.005
C 1.527 1.149 -4.322
C -1.248 -8.628 -7.329
H 3.434 0.584 -5.810
H 1.898 6.955 5.221
C 6.345 2.635 -4.417
O -3.926 3.840 0.763
O 0.406 -2.094 1.417
O -3.770 1.766 10.469
C 1.333 -6.886 5.324
H 2.924 -2.771 -1.431
C 2.678 7.214 3.217
C 5.715 3.902 -6.290
H -0.227 -4.327 7.022
C -0.654 -6.462 -6.452
H -2.261 -8.343 -7.612
H -3.318 -1.866 0.528
O 1.523 -5.913 7.514
H -5.231 1.001 11.626
C -4.505 4.305 -0.187
H -3.064 -1.279 -2.427
H 0.078 1.634 1.810
H -1.000 0.197 1.790
H -1.817 -2.588 -2.002
H 0.239 -3.979 5.325
H -1.001 -5.133 5.892
H 5.146 3.134 -6.815
C 2.199 -2.869 -0.623
H 5.522 1.181 -1.458
H -1.315 -9.630 -6.905
C 0.011 -4.760 6.051
C 1.004 -1.281 0.744
H 2.707 -3.403 0.180
C 1.342 0.443 -5.640
H -6.444 4.957 -0.994
C 6.049 1.194 -2.412
O -2.702 0.626 8.759
H 1.477 2.235 -4.401
H -3.969 5.725 -1.562
H 2.767 9.134 2.444
H -4.281 4.191 -2.369
H 0.409 0.238 2.810
O 0.282 0.353 -6.200
H 7.090 1.036 -2.129
H -4.568 -1.203 -0.554
H 0.813 -7.841 5.403
H -0.211 -4.083 -7.902
H -1.026 2.169 7.611
H -6.464 3.421 -0.150
H 1.355 8.227 1.869
C 2.666 -0.019 -6.293
H 1.063 -6.488 4.346
H 2.493 0.908 -3.880
O -0.696 -7.817 -6.351
H -5.069 0.209 10.062
H 0.805 0.750 -3.609
H 5.761 0.305 -2.973
H -3.852 -0.141 11.249
O 5.700 3.690 -4.936
C -1.164 -4.601 -8.011
O 3.685 6.734 2.632
O 5.887 2.412 -3.149
H -2.750 4.571 -1.336
H -0.608 -8.629 -8.212
H -1.853 -4.038 -7.381
C -1.611 3.019 7.961
O 0.824 0.042 0.801
O -2.307 2.849 9.188
H -6.225 5.047 0.733
```

Results
- spin multiplicity = 1
- M (g/mol) = 650.71
- SMILES string = COC(=O)OC.COC(=O)OC.COC(=O)OC.COC(=O)OC.CC(C)=O.CC(C)=O.CC(C)=O.CC(C)=O.CC(C)=O
- LUMO (eV) = 0.18
- HOMO (eV) = -9.38

***

Arrangement Q

9 unconnected molecules or ions with the total composition C27H54O17, computed with the ωB97M-V functional and the def2-TZVPD basis.

The geometry in XYZ format:
```
98
Properties=species:S:1:pos:R:3
H 5.936 4.452 -2.791
H -3.356 -2.812 2.062
H 2.223 -3.444 2.652
H 1.189 2.990 -2.329
C -2.988 -2.414 3.015
H 3.527 -0.874 -2.165
O -0.195 6.346 -2.106
H 4.298 -0.204 -0.750
C 0.239 0.362 -0.115
C 4.869 4.418 -2.577
C 0.812 -0.716 -1.004
C -0.751 1.173 -3.954
H -4.816 -1.531 4.887
C 0.369 0.515 -4.688
C 1.540 8.359 -1.547
C 4.764 2.114 -2.192
H -4.269 0.208 0.148
H -0.927 -6.302 2.033
H -1.715 0.705 -4.111
H -0.776 2.247 -4.165
H 2.541 -1.704 2.709
H -3.121 -1.349 3.177
H -2.187 4.106 -0.420
O -4.520 -1.157 -1.366
H 4.701 4.584 -1.515
O -2.312 -1.523 -1.084
C -1.693 3.044 2.165
H -1.648 -1.836 -4.178
H -5.824 -2.826 4.074
C 1.895 -4.458 7.314
H 1.541 2.032 -5.634
O -3.386 -1.828 -3.031
H -2.584 5.232 0.810
H -0.255 3.995 -2.508
H 0.851 4.081 -3.812
H 5.185 -0.515 -2.335
H -5.071 -3.107 5.644
H 2.342 8.903 -1.053
O 2.816 -4.871 4.799
H 0.886 -4.833 7.143
H -0.697 0.769 1.750
H 1.089 -5.846 -1.258
C -4.752 -0.758 -0.023
O 0.273 -0.656 -4.994
C -4.959 -2.591 4.691
O 3.920 1.093 -2.389
H 0.295 -1.650 -0.793
H -0.444 1.183 -2.901
H -1.712 -3.026 -2.834
H 4.349 5.167 -3.161
O -0.031 1.456 -0.562
H 2.548 -5.311 7.126
C -2.281 -2.516 -3.612
H 0.802 -0.267 1.826
H -1.444 3.928 2.754
H -0.454 -5.062 -1.310
C -2.945 4.314 0.342
C 1.680 1.241 -4.894
H 1.435 8.706 -2.575
O -3.369 -4.325 4.354
C -0.121 -0.023 1.292
O 1.280 -5.297 1.350
C -2.962 3.198 1.344
C 0.309 -5.246 0.626
H -2.683 -3.276 -4.281
O 4.364 3.126 -2.925
H -3.924 4.420 -0.118
H 2.093 1.647 -3.972
H -1.822 2.252 2.905
C 0.812 3.920 -2.735
H 3.893 -2.741 2.687
H -5.813 -0.641 0.154
O 2.122 -3.403 6.379
O 1.870 6.986 -1.514
H 2.061 -4.036 8.296
H 1.866 -0.913 -0.797
O -3.876 2.414 1.429
H 0.627 8.597 -0.999
H -1.563 -4.736 1.538
O 1.560 4.947 -2.079
H -1.931 -2.675 2.940
H 1.075 -4.070 -1.037
C 0.967 6.123 -1.930
C -1.026 -5.625 1.191
O 5.689 2.101 -1.425
C 2.591 -3.748 5.174
H -0.682 -0.960 1.277
C -3.709 -3.209 4.049
H -4.285 -1.433 0.690
C 2.875 -2.680 3.073
H -0.863 2.762 1.519
H 2.433 0.554 -5.276
C -3.316 -1.512 -1.745
C 0.539 -4.994 -0.858
O 2.777 -2.644 4.480
H 0.746 -0.392 -2.038
C 4.282 -0.158 -1.836
H -1.690 -6.049 0.435
```

Results
- spin multiplicity = 1
- M (g/mol) = 650.71
- SMILES string = COC(=O)OC.COC(=O)OC.COC(=O)OC.COC(=O)OC.CC(C)=O.CC(C)=O.CC(C)=O.CC(C)=O.CC(C)=O
- LUMO (eV) = 0.42
- HOMO (eV) = -9.62

***

The data favor arrangement Q; the next most stable structure lies 56.1 kcal/mol above it.

***

Arrangement P

A molecular structure, C14H12CoF4N5S2, computed with the ωB97M-V functional and the def2-TZVPD basis.

The geometry in XYZ format:
```
38
Properties=species:S:1:pos:R:3
F 0.947 -3.735 -4.491
C -0.379 2.546 1.160
H 1.369 1.372 5.434
H 0.091 3.968 2.638
C -0.515 3.922 1.737
S 0.086 -0.937 3.059
N 0.349 1.598 1.774
C 1.145 -2.595 -2.424
N 0.646 1.690 3.086
C 1.397 -3.809 -1.822
H -1.926 3.860 -0.704
C 1.253 -2.712 0.288
N -0.992 0.656 -0.069
C -2.734 0.727 -1.702
C 1.030 -1.420 -1.629
H -0.173 4.675 1.028
C -1.824 0.059 -0.914
N 0.976 -1.541 -0.276
F -0.285 -2.012 -4.215
N 0.847 0.577 5.096
Co 0.659 0.071 0.766
H -3.400 0.180 -2.352
C -1.096 2.039 0.073
F 1.825 -1.788 -4.585
H 1.270 -2.721 1.370
H 1.520 -4.699 -2.421
C 0.593 0.582 3.744
H -1.755 -1.021 -0.972
H -3.390 2.686 -2.346
H 1.755 -4.780 0.066
H 1.145 -0.319 5.447
C -2.748 2.136 -1.671
C 0.925 -2.512 -3.901
C -1.942 2.783 -0.783
C 1.507 -3.860 -0.435
F 2.356 0.062 1.209
S 1.014 0.134 -2.261
H -1.549 4.138 1.998
```

Results
- spin multiplicity = 2
- charge = -1
- <S²> = 0.764
- M (g/mol) = 449.34
- LUMO (spin up / spin down) (eV) = 2.24 / 2.29
- HOMO (spin up / spin down) (eV) = -4.07 / -4.19

***

Arrangement Q

A molecular structure, C14H12CoF4N5S2, computed with the ωB97M-V functional and the def2-TZVPD basis.

The geometry in XYZ format:
```
38
Properties=species:S:1:pos:R:3
H -2.469 3.339 -1.050
H -1.266 3.934 0.113
C -0.210 1.841 -1.721
C 3.589 -1.783 -0.002
H 1.830 -0.337 -3.107
S -1.042 -1.709 1.834
C 1.466 1.619 -3.908
H 2.152 1.512 -4.732
N 1.519 -0.610 0.320
H 5.330 -0.852 0.836
H 0.829 3.614 -4.436
N -0.878 0.869 0.312
C 2.200 -1.652 -0.221
Co -0.199 -0.807 -0.433
H -2.528 -0.840 3.855
F 5.626 -2.966 -0.124
C 2.165 0.312 1.024
C 3.536 0.283 1.205
F -1.657 -1.126 -1.270
N -1.519 0.934 1.478
C 4.260 -0.790 0.696
C -1.601 -0.125 2.221
C 0.723 2.799 -3.730
C -0.967 1.899 -0.536
C 4.322 -2.984 -0.498
C -0.108 2.910 -2.651
H 4.032 1.066 1.753
F 4.356 -3.096 -1.839
H 1.564 1.098 1.462
C -1.850 3.067 -0.198
H -2.775 0.823 3.573
H -2.487 2.778 0.633
H -0.666 3.819 -2.479
C 1.287 0.596 -2.997
S 1.219 -2.651 -1.171
N 0.488 0.678 -1.950
F 3.845 -4.148 -0.026
N -2.168 0.023 3.473
```

Results
- spin multiplicity = 2
- charge = -1
- <S²> = 0.758
- M (g/mol) = 449.34
- LUMO (spin up / spin down) (eV) = 2.45 / 2.48
- HOMO (spin up / spin down) (eV) = -3.63 / -4.19

***

The data favor arrangement Q; the next most stable structure lies 9.2 kcal/mol above it.

***

Arrangement P

A gas-phase ion, C2H3O3S (charge -1), computed with the ωB97M-V functional and the def2-TZVPD basis.

The geometry in XYZ format:
```
9
Properties=species:S:1:pos:R:3
C -1.581 0.443 1.266
H -2.177 1.342 1.348
O 2.219 -1.023 -0.665
H -0.047 -0.326 -1.505
C -0.252 -0.453 -0.454
O -1.304 0.417 -0.092
H -0.325 -1.618 -0.323
S 1.503 -0.096 0.288
O 1.964 1.315 0.137
```

Results
- spin multiplicity = 1
- charge = -1
- M (g/mol) = 107.11
- LUMO (eV) = 3.71
- HOMO (eV) = -3.17

***

Arrangement Q

A gas-phase ion, C2H3O3S (charge -1), computed with the ωB97M-V functional and the def2-TZVPD basis.

The geometry in XYZ format:
```
9
Properties=species:S:1:pos:R:3
C 0.470 0.142 0.486
O -0.574 -0.291 -2.037
H 0.645 2.056 1.437
H 1.468 -0.247 0.416
O 0.682 -2.066 -0.749
H -0.837 1.625 0.206
S -0.355 -1.053 -0.612
C 0.065 1.347 0.760
O -1.564 -1.512 0.093
```

Results
- spin multiplicity = 1
- charge = -1
- M (g/mol) = 107.11
- SMILES string = C=CS(=O)(=O)[O-]
- LUMO (eV) = 4.02
- HOMO (eV) = -4.68

***

The data favor arrangement Q; the next most stable structure lies 65.4 kcal/mol above it.